w) {"formula": "C4H6N2O2", "method": "ωB97M-V/def2-TZVPD", "spin_multiplicity": 1, "homo_lumo_gap_ev": 10.2, "homo_energy_ev": -9.88, "smiles": "[H]/N=C(/C)N=C=O.C=O", "charge": 0, "elements": ["H", "N", "C", "C", "N", "C", "O", "H", "H", "H", "C", "O", "H", "H"], "positions_angstrom": [[-0.70, -0.41, 2.53], [0.31, -0.38, 2.39], [0.68, -0.20, 1.21], [2.12, -0.04, 0.86], [-0.23, -0.15, 0.12], [-0.03, 0.02, -1.08], [0.28, 0.19, -2.19], [2.73, -0.13, 1.76], [2.43, -0.80, 0.14], [2.29, 0.93, 0.40], [-2.52, 0.23, -1.55], [-2.59, 1.40, -1.77], [-2.12, -0.14, -0.48], [-2.64, -0.53, -2.35]], "lowdin_charge": [0.062, 0.153, -0.471, -0.031, 0.144, -0.333, 0.217, 0.080, 0.086, 0.088, -0.192, 0.007, 0.100, 0.090]}



x) {"formula": "C4H6N2O2", "method": "ωB97M-V/def2-TZVPD", "spin_multiplicity": 1, "homo_lumo_gap_ev": 9.9, "homo_energy_ev": -9.21, "smiles": "CC1=NN=COCO1", "charge": 0, "elements": ["C", "C", "N", "N", "C", "O", "C", "O", "H", "H", "H", "H", "H", "H"], "positions_angstrom": [[-2.64, -0.08, -0.08], [-1.15, 0.18, 0.04], [-0.55, 1.31, 0.24], [0.73, 1.54, 0.02], [1.70, 0.72, -0.18], [1.85, -0.63, -0.17], [0.80, -1.35, 0.34], [-0.48, -1.09, -0.25], [-2.71, -0.62, -1.03], [-3.02, -0.84, 0.67], [-3.19, 0.84, -0.07], [2.65, 1.16, -0.21], [0.80, -1.17, 1.41], [1.02, -2.35, 0.04]], "lowdin_charge": [-0.007, -0.302, 0.046, 0.026, -0.178, -0.001, -0.195, -0.034, 0.083, 0.104, 0.069, 0.110, 0.146, 0.132]}



y) {"formula": "C4H6N2O2", "method": "ωB97M-V/def2-TZVPD", "spin_multiplicity": 1, "homo_lumo_gap_ev": 9.7, "homo_energy_ev": -9.29, "smiles": "[H]/N=C1\\CC(=O)O[C@H]1N", "charge": 0, "elements": ["H", "N", "C", "C", "C", "O", "O", "C", "N", "H", "H", "H", "H", "H"], "positions_angstrom": [[2.44, -1.11, 0.46], [1.97, -0.36, -0.04], [0.74, -0.26, 0.21], [-0.24, -1.16, 0.90], [-1.56, -0.60, 0.38], [-2.67, -0.99, 0.55], [-1.30, 0.88, 0.21], [-0.14, 0.74, -0.52], [0.45, 1.91, -0.92], [-0.15, -2.21, 0.64], [-0.18, -1.06, 1.99], [-0.67, -0.20, -1.29], [1.44, 1.86, -1.11], [-0.12, 2.55, -1.45]], "lowdin_charge": [0.064, 0.163, -0.330, -0.017, -0.388, 0.170, -0.006, -0.484, 0.144, 0.135, 0.144, 0.209, 0.092, 0.104]}



Energy ordering: w) at the bottom, the next structure 0.0069 hartree above.



w) {"formula": "C6H12O3", "method": "ωB97M-V/def2-TZVPD", "spin_multiplicity": 1, "homo_lumo_gap_ev": 7.6, "homo_energy_ev": -7.44, "charge": 0, "elements": ["C", "C", "C", "C", "C", "C", "O", "O", "O", "H", "H", "H", "H", "H", "H", "H", "H", "H", "H", "H", "H"], "positions_angstrom": [[0.68, -0.38, 0.03], [-0.02, 1.39, -0.22], [-1.54, -0.22, -0.20], [0.77, -0.73, 1.48], [0.71, -1.47, -0.98], [1.41, 0.93, -0.46], [-0.35, 2.02, 0.92], [-2.54, 0.65, 0.22], [1.87, 0.97, -1.66], [-1.32, 2.00, 1.04], [-2.86, 1.16, -0.53], [-0.55, 1.63, -1.14], [-1.59, -0.48, -1.25], [-1.52, -1.06, 0.48], [2.02, 1.29, 0.39], [0.10, -1.54, 1.77], [1.80, -1.07, 1.67], [0.62, -1.06, -1.99], [-0.01, -2.27, -0.79], [1.72, -1.90, -0.92], [0.59, 0.13, 2.13]], "lowdin_charge": [-0.289, -0.150, -0.081, -0.042, -0.056, -0.519, 0.047, -0.052, -0.165, 0.108, 0.116, 0.153, 0.109, 0.093, 0.159, 0.084, 0.104, 0.093, 0.086, 0.113, 0.090]}



x) {"formula": "C6H12O3", "method": "ωB97M-V/def2-TZVPD", "spin_multiplicity": 1, "homo_lumo_gap_ev": 9.5, "homo_energy_ev": -9.22, "smiles": "COC=O.C=CC.C=O", "charge": 0, "elements": ["C", "O", "C", "O", "H", "H", "H", "H", "C", "C", "C", "H", "H", "H", "H", "H", "H", "C", "O", "H", "H"], "positions_angstrom": [[-2.57, 0.90, 1.70], [-1.27, 1.02, 1.11], [-0.33, 0.23, 1.60], [-0.43, -0.49, 2.54], [-2.99, -0.08, 1.48], [-3.18, 1.68, 1.25], [-2.50, 1.04, 2.78], [0.70, 0.61, 1.18], [1.18, -2.18, -1.30], [0.28, -1.23, -1.10], [-0.19, -0.25, -2.12], [1.43, -2.89, -0.52], [1.76, -2.22, -2.20], [-0.26, -1.18, -0.12], [-0.57, 0.65, -1.62], [0.63, 0.05, -2.77], [-1.01, -0.67, -2.71], [2.25, 1.22, 0.26], [2.40, 0.38, -0.61], [2.90, 1.24, 1.15], [1.77, 2.19, 0.04]], "lowdin_charge": [-0.039, -0.071, -0.415, 0.094, 0.100, 0.093, 0.096, 0.113, -0.009, -0.276, -0.107, 0.056, 0.060, 0.079, 0.059, 0.076, 0.078, -0.164, -0.016, 0.096, 0.098]}



y) {"formula": "C6H12O3", "method": "ωB97M-V/def2-TZVPD", "spin_multiplicity": 1, "homo_lumo_gap_ev": 7.7, "homo_energy_ev": -7.27, "charge": 0, "elements": ["C", "C", "C", "C", "C", "C", "O", "O", "O", "H", "H", "H", "H", "H", "H", "H", "H", "H", "H", "H", "H"], "positions_angstrom": [[-0.27, -0.88, -0.25], [-0.36, -0.10, 0.93], [0.89, 1.20, 0.82], [-0.60, 1.37, 0.92], [0.43, -2.21, -0.24], [1.65, 1.70, -0.36], [-2.10, -1.22, 0.41], [-2.92, -0.21, -0.24], [-0.34, -0.26, -1.47], [-2.92, -0.57, -1.14], [0.07, -0.83, -2.14], [-0.26, -0.63, 1.86], [1.45, 1.19, 1.75], [-1.01, 1.77, 1.84], [-1.09, 1.76, 0.04], [1.46, -2.12, -0.61], [-0.11, -2.92, -0.88], [0.46, -2.64, 0.76], [1.83, 2.78, -0.26], [1.09, 1.59, -1.29], [2.62, 1.21, -0.45]], "lowdin_charge": [-0.357, -0.158, -0.199, -0.123, 0.010, -0.103, -0.231, -0.107, 0.072, 0.072, 0.130, 0.140, 0.109, 0.116, 0.116, 0.100, 0.098, 0.097, 0.081, 0.067, 0.071]}



Energy ordering: x) at the bottom, the next structure 0.0928 hartree above.



w) {"formula": "C6H12O3", "method": "ωB97M-V/def2-TZVPD", "spin_multiplicity": 1, "homo_lumo_gap_ev": 9.8, "homo_energy_ev": -9.12, "charge": 0, "elements": ["C", "C", "C", "C", "C", "C", "O", "O", "O", "H", "H", "H", "H", "H", "H", "H", "H", "H", "H", "H", "H"], "positions_angstrom": [[0.28, -0.67, -0.38], [-0.06, 1.55, 0.94], [1.47, -0.99, 0.46], [0.34, -1.07, -1.81], [-1.30, -1.01, 0.62], [-0.54, 0.53, -0.16], [1.09, 2.19, 0.43], [-1.11, 2.40, 1.18], [-1.22, 1.08, -1.08], [-1.60, 2.44, 0.34], [0.82, 2.71, -0.33], [0.25, 1.09, 1.88], [2.31, -0.37, 0.13], [1.74, -2.04, 0.34], [1.30, -0.83, 1.53], [0.79, -2.05, -1.96], [-0.65, -1.03, -2.26], [0.88, -0.28, -2.35], [-0.91, -1.80, 1.26], [-1.97, -1.42, -0.12], [-1.90, -0.44, 1.33]], "lowdin_charge": [-0.325, -0.407, -0.038, -0.022, 0.070, -0.491, 0.024, 0.016, -0.017, 0.097, 0.109, 0.149, 0.107, 0.086, 0.085, 0.086, 0.092, 0.112, 0.080, 0.087, 0.100]}



x) {"formula": "C6H12O3", "method": "ωB97M-V/def2-TZVPD", "spin_multiplicity": 1, "homo_lumo_gap_ev": 8.8, "homo_energy_ev": -8.41, "charge": 0, "elements": ["C", "C", "C", "C", "C", "C", "O", "O", "O", "H", "H", "H", "H", "H", "H", "H", "H", "H", "H", "H", "H"], "positions_angstrom": [[-0.94, -0.13, 0.09], [1.09, -0.35, -0.42], [-1.58, -1.06, -0.93], [-1.08, 1.35, -0.27], [2.15, 0.68, -0.58], [0.74, -0.86, 0.88], [-1.66, -0.34, 1.28], [0.92, 0.04, 1.96], [0.82, -2.11, 1.09], [-1.24, 0.18, 1.98], [1.20, -0.55, 2.68], [1.00, -1.08, -1.22], [-1.23, -0.86, -1.94], [-2.66, -0.91, -0.94], [-1.37, -2.09, -0.65], [-0.70, 1.56, -1.28], [-0.57, 1.97, 0.47], [-2.14, 1.63, -0.29], [2.98, 0.31, -1.20], [2.56, 1.04, 0.37], [1.73, 1.56, -1.07]], "lowdin_charge": [-0.443, -0.050, -0.031, -0.040, -0.050, -0.614, 0.009, 0.037, 0.005, 0.107, 0.131, 0.137, 0.087, 0.094, 0.096, 0.085, 0.092, 0.091, 0.093, 0.085, 0.079]}



Energy ordering: w) at the bottom, the next structure 0.0196 hartree above.



w) {"formula": "C13H30BClN2O2", "method": "ωB97M-V/def2-TZVPD", "spin_multiplicity": 1, "homo_lumo_gap_ev": 8.8, "homo_energy_ev": -9.00, "smiles": "COC[C@@H](C)N.COC[C@@H](C)N.C#CBCCCCl", "charge": 0, "elements": ["C", "O", "C", "C", "C", "N", "H", "H", "H", "H", "H", "H", "H", "H", "H", "H", "H", "C", "O", "C", "C", "C", "N", "H", "H", "H", "H", "H", "H", "H", "H", "H", "H", "H", "C", "C", "B", "C", "C", "C", "Cl", "H", "H", "H", "H", "H", "H", "H", "H"], "positions_angstrom": [[1.90, -1.49, 3.06], [1.89, -1.65, 1.65], [1.20, -2.79, 1.17], [-0.33, -2.64, 1.09], [-1.04, -2.73, 2.43], [-0.72, -1.39, 0.43], [1.94, -2.45, 3.57], [1.03, -0.92, 3.40], [2.79, -0.91, 3.32], [1.58, -2.94, 0.16], [1.48, -3.67, 1.76], [-0.69, -3.47, 0.47], [-0.95, -1.81, 3.01], [-2.11, -2.90, 2.28], [-0.65, -3.55, 3.03], [-0.33, -1.38, -0.51], [-0.23, -0.63, 0.90], [1.91, 5.16, 0.48], [1.71, 4.11, -0.45], [2.52, 2.96, -0.24], [2.00, 1.99, 0.83], [2.22, 2.46, 2.26], [0.58, 1.67, 0.64], [2.96, 5.23, 0.79], [1.27, 5.04, 1.36], [1.63, 6.09, -0.01], [2.52, 2.44, -1.20], [3.55, 3.25, -0.04], [2.56, 1.05, 0.70], [1.51, 3.22, 2.56], [2.11, 1.62, 2.95], [3.23, 2.86, 2.39], [0.45, 1.25, -0.27], [0.07, 2.55, 0.58], [0.07, -2.15, -3.10], [-0.51, -1.14, -3.37], [-1.31, 0.16, -3.20], [-2.87, 0.15, -3.31], [-3.45, -0.90, -2.33], [-4.34, -1.88, -3.06], [-4.77, -3.22, -1.94], [0.43, -3.13, -3.18], [-0.70, 1.16, -2.98], [-3.12, -0.11, -4.34], [-3.28, 1.11, -3.08], [-2.67, -1.50, -1.90], [-3.97, -0.44, -1.51], [-3.78, -2.30, -3.86], [-5.26, -1.43, -3.39]], "lowdin_charge": [-0.109, -0.197, -0.205, -0.427, -0.069, 0.060, 0.089, 0.077, 0.083, 0.117, 0.120, 0.134, 0.066, 0.075, 0.077, 0.038, 0.041, -0.108, -0.189, -0.206, -0.422, -0.061, 0.053, 0.090, 0.075, 0.086, 0.122, 0.121, 0.132, 0.067, 0.061, 0.080, 0.065, 0.076, 0.117, -0.045, -0.175, -0.158, -0.298, -0.585, 0.534, 0.027, 0.068, 0.106, 0.087, 0.062, 0.108, 0.068, 0.071]}



x) {"formula": "C13H30BClN2O2", "method": "ωB97M-V/def2-TZVPD", "spin_multiplicity": 1, "homo_lumo_gap_ev": 8.7, "homo_energy_ev": -9.00, "smiles": "COC[C@@H](C)N.COC[C@@H](C)N.C#CBCCCCl", "charge": 0, "elements": ["C", "O", "C", "C", "C", "N", "H", "H", "H", "H", "H", "H", "H", "H", "H", "H", "H", "C", "O", "C", "C", "C", "N", "H", "H", "H", "H", "H", "H", "H", "H", "H", "H", "H", "C", "C", "B", "C", "C", "C", "Cl", "H", "H", "H", "H", "H", "H", "H", "H"], "positions_angstrom": [[0.24, 3.88, -0.71], [-0.11, 2.70, -1.42], [0.91, 2.22, -2.29], [2.01, 1.40, -1.59], [3.01, 2.26, -0.82], [1.45, 0.39, -0.69], [0.87, 4.54, -1.30], [0.73, 3.62, 0.23], [-0.69, 4.41, -0.47], [0.40, 1.55, -3.00], [1.33, 3.03, -2.89], [2.58, 0.88, -2.38], [2.61, 2.60, 0.14], [3.91, 1.68, -0.59], [3.32, 3.13, -1.40], [0.87, -0.24, -1.23], [0.78, 0.87, -0.08], [-4.13, 0.21, 3.68], [-3.71, -0.47, 2.51], [-3.72, 0.32, 1.33], [-2.49, 1.24, 1.16], [-2.53, 2.48, 2.06], [-1.24, 0.52, 1.40], [-4.92, 0.94, 3.47], [-3.28, 0.70, 4.16], [-4.52, -0.53, 4.37], [-3.71, -0.39, 0.50], [-4.66, 0.89, 1.25], [-2.49, 1.60, 0.12], [-2.27, 2.26, 3.09], [-1.81, 3.22, 1.70], [-3.52, 2.94, 2.04], [-1.17, -0.24, 0.73], [-1.33, 0.04, 2.30], [0.22, -2.15, -3.13], [0.04, -2.92, -2.19], [0.01, -3.46, -0.68], [1.22, -4.35, -0.07], [2.58, -3.53, -0.25], [3.67, -4.39, -1.06], [5.02, -3.21, -1.49], [0.48, -1.85, -4.17], [-0.94, -3.22, -0.02], [1.25, -5.32, -0.65], [1.09, -4.56, 1.02], [2.40, -2.61, -0.90], [3.00, -3.14, 0.72], [3.15, -4.71, -2.01], [4.08, -5.24, -0.46]], "lowdin_charge": [-0.109, -0.198, -0.201, -0.426, -0.072, 0.055, 0.089, 0.076, 0.083, 0.116, 0.118, 0.134, 0.066, 0.076, 0.077, 0.037, 0.042, -0.109, -0.192, -0.202, -0.421, -0.065, 0.051, 0.090, 0.074, 0.087, 0.122, 0.119, 0.134, 0.066, 0.064, 0.080, 0.067, 0.076, 0.069, -0.058, -0.133, -0.179, -0.289, -0.545, 0.467, 0.062, 0.052, 0.107, 0.095, 0.073, 0.115, 0.081, 0.080]}



Energy ordering: w) at the bottom, the next structure 0.0215 hartree above.